Record 1
95
Properties=species:S:1:pos:R:3 method="wB97M-V/def2-TZVPD" energy_ev=-99045.8501 gap_ev="5.27 / 5.24" e_homo_ev="-2.8 / -3.5" total_charge=-1 fmax_ev_per_a=0.2 lumo_energy_ev="2.4926 / 1.7252" multiplicity=6 relative_energy_kj_mol=0.00 s_squared=9.01
Mn -0.29671 0.12750 -0.18663
C 6.89040 -0.92935 -2.17487
C 6.63921 0.38905 -1.82623
C 5.40172 0.77137 -1.33014
C 4.36397 -0.14997 -1.15859
C 4.63405 -1.47159 -1.54301
C 5.87173 -1.85991 -2.02861
C 3.01354 0.16210 -0.63782
C 2.29011 1.37661 -0.98196
C 2.77674 2.62678 -1.39384
C 1.72107 3.53009 -1.31278
C 0.58559 2.82092 -0.89858
N 0.94677 1.50325 -0.74169
C -0.75123 3.31090 -0.71877
C -1.85731 2.45145 -1.12821
C -3.05948 2.76924 -1.76257
C -3.74310 1.56591 -1.98915
C -2.94435 0.53421 -1.49336
C -3.26650 -0.87050 -1.32273
C -4.05383 -1.59080 -2.29822
C -4.39013 -2.95605 -2.14063
C -5.13902 -3.63824 -3.08077
C -5.57274 -3.01292 -4.24366
C -5.19641 -1.69261 -4.45847
C -4.45048 -1.00227 -3.52193
C -2.78810 -1.51867 -0.11509
N -1.54734 -1.26301 0.41289
C -1.40108 -2.00310 1.55622
C -0.12344 -2.17875 2.21247
C -0.05423 -3.08273 3.38930
C -0.42815 -4.42587 3.30990
C -0.33269 -5.25854 4.41326
C 0.13929 -4.76836 5.62468
C 0.51630 -3.43756 5.71899
C 0.41562 -2.60481 4.61232
C 1.04289 -1.67808 1.71450
C 2.39060 -2.13285 2.05332
C 3.23991 -1.61439 1.15365
C 2.48004 -0.71962 0.27612
N 1.16541 -0.79731 0.65555
C -2.60069 -2.66822 1.81897
C -3.46636 -2.37851 0.75685
N -1.80097 1.08993 -0.97726
C -0.97031 4.60522 -0.11007
C 0.08380 5.29975 0.53445
C -0.11551 6.50101 1.18605
C -1.37810 7.08117 1.25461
C -2.44003 6.40323 0.66974
C -2.24853 5.20122 0.01156
H 7.85831 -1.22421 -2.55963
H 7.41786 1.13517 -1.92984
H 5.26974 1.79866 -1.03496
H 3.83623 -2.20120 -1.48759
H 6.02965 -2.89277 -2.31420
H 3.78028 2.89198 -1.66583
H 1.74986 4.57582 -1.57227
H -3.37112 3.74409 -2.09574
H -4.73076 1.46461 -2.40597
H -4.02578 -3.49605 -1.28144
H -5.37205 -4.68255 -2.90902
H -6.15767 -3.55064 -4.97883
H -5.47331 -1.19388 -5.37991
H -4.12976 0.00029 -3.75430
H -0.78361 -4.81240 2.36348
H -0.61958 -6.29928 4.32628
H 0.21357 -5.42015 6.48599
H 0.88704 -3.04278 6.65708
H 0.71007 -1.56465 4.68359
H 2.62870 -2.79735 2.86816
H 4.30869 -1.74568 1.11513
H -2.80279 -3.30666 2.66364
H -4.48849 -2.70340 0.65117
H 1.06529 4.85201 0.56052
H 0.72735 6.98200 1.66885
H -1.53269 8.02072 1.76920
H -3.44216 6.81156 0.73308
H -3.11261 4.69380 -0.38161
C -1.83934 0.53618 4.04574
P -1.78838 1.52922 2.54406
C -3.39438 1.32335 1.77160
C -1.69885 3.23684 3.10301
O -0.61073 1.16660 1.68685
H -2.70652 0.79236 4.65500
H -0.92616 0.71246 4.61512
H -1.88725 -0.51639 3.76439
H -4.18053 1.61784 2.46843
H -3.52479 0.27472 1.49512
H -3.45055 1.93597 0.86936
H -2.53054 3.46204 3.77171
H -1.72934 3.90839 2.24426
H -0.75605 3.38554 3.62973
C 0.01003 -0.79610 -1.98270
H -0.05616 -0.01930 -2.73948
H -0.77039 -1.54507 -2.09022
H 1.00585 -1.23025 -1.93007



Record 2
112
Properties=species:S:1:pos:R:3 method="wB97M-V/def2-TZVPD" energy_ev=-95079.5000 gap_ev=8.57 e_homo_ev=-9.8 fmax_ev_per_a=4.5 smiles="O=[N+]([O-])c1ccccc1.O=[N+]([O-])c1ccccc1.O=[N+]([O-])c1ccccc1.O=[N+]([O-])c1ccccc1.O=[N+]([O-])c1ccccc1.O=[N+]([O-])c1ccccc1.O=[N+]([O-])c1ccccc1.O=[N+]([O-])c1ccccc1" lumo_energy_ev=-1.2744 relative_energy_kj_mol=448.91
C 8.18315 2.98894 -3.09491
C 9.52793 3.22354 -3.09769
C 10.08669 4.22496 -2.25335
C 9.22521 4.92752 -1.37344
C 7.86126 4.67019 -1.37318
C 7.38249 3.66511 -2.21176
N 9.70421 6.07211 -0.54935
O 8.88347 6.97195 -0.33599
O 10.76373 6.09232 0.06312
H 7.81995 2.23105 -3.77321
H 10.08120 2.63972 -3.81841
H 11.14726 4.41453 -2.17815
H 7.10668 5.14686 -0.76506
H 6.30357 3.61950 -2.22733
C 4.58150 -2.33470 8.34282
C 5.18430 -3.14397 9.23212
C 6.44008 -2.84222 9.74558
C 7.07098 -1.62676 9.44390
C 6.44676 -0.80154 8.52020
C 5.25334 -1.22142 7.93286
N 8.36518 -1.27653 10.11311
O 8.84608 -0.20411 9.79085
O 8.93414 -2.10218 10.85980
H 3.62327 -2.51147 7.87705
H 4.63249 -4.00668 9.57513
H 6.95673 -3.57682 10.34542
H 6.93084 0.15694 8.40455
H 4.76613 -0.54058 7.25060
C -8.85136 2.05911 -2.40388
C -9.90861 1.93175 -3.33891
C -11.25738 1.91003 -2.92559
C -11.52041 2.16265 -1.55204
C -10.50595 2.34836 -0.68297
C -9.22754 2.20175 -1.09560
N -12.93163 2.15580 -1.08143
O -13.17853 2.57315 0.02312
O -13.82250 1.54484 -1.71743
H -7.80147 1.90229 -2.60275
H -9.70780 1.82835 -4.39503
H -12.03560 1.87927 -3.67382
H -10.65448 2.64215 0.34564
H -8.56592 2.39639 -0.26448
C -10.20883 -5.86072 -3.68116
C -10.04249 -4.58956 -3.23233
C -8.73234 -4.03289 -3.21213
C -7.64128 -4.74490 -3.69748
C -7.85511 -6.00281 -4.22157
C -9.08201 -6.57891 -4.17778
N -6.31001 -4.15244 -3.70485
O -5.28182 -4.73850 -4.13430
O -6.27026 -2.95713 -3.27634
H -11.20343 -6.27975 -3.64127
H -10.91583 -4.02337 -2.94402
H -8.64922 -2.98875 -2.94894
H -6.99221 -6.37219 -4.75578
H -9.14911 -7.60325 -4.51338
C 0.70087 6.41605 -4.34436
C 1.82120 7.01888 -3.76176
C 3.04240 6.76933 -4.24299
C 3.26830 6.04130 -5.39306
C 2.17454 5.45712 -6.03609
C 0.86043 5.65361 -5.54240
N 4.68949 5.81607 -5.90498
O 4.93098 5.03027 -6.74381
O 5.52300 6.57419 -5.41814
H -0.29016 6.62312 -3.96834
H 1.67945 7.58154 -2.85087
H 3.84732 7.22684 -3.68693
H 2.32857 4.72504 -6.81503
H 0.06101 5.14245 -6.05819
C 7.43783 -3.16676 1.16719
C 7.29534 -1.83748 0.95634
C 8.42085 -1.04759 0.75659
C 9.71632 -1.62063 0.80996
C 9.80573 -3.01929 1.01810
C 8.71302 -3.77699 1.17219
N 10.91451 -0.83920 0.45338
O 11.90852 -1.46551 -0.01279
O 10.91175 0.35778 0.67867
H 6.55273 -3.73501 1.41234
H 6.27324 -1.51701 0.81844
H 8.43284 -0.00290 0.48295
H 10.79641 -3.44733 1.06002
H 8.76514 -4.81120 1.47894
C -2.08884 1.34229 -0.41453
C -1.61419 0.64295 0.72235
C -0.40887 0.90753 1.28436
C 0.50779 1.75511 0.60594
C 0.09972 2.33152 -0.62981
C -1.22231 2.22931 -1.07645
N 1.81419 1.90216 1.17705
O 1.95954 1.71478 2.42915
O 2.70294 2.21336 0.48447
H -3.15211 1.27733 -0.59244
H -2.26854 -0.13607 1.08480
H -0.05240 0.32752 2.12277
H 0.75793 2.97993 -1.18902
H -1.59040 2.82094 -1.90161
C -6.70915 -6.98349 2.13981
C -5.76118 -6.06471 1.62271
C -6.16748 -4.75325 1.62730
C -7.32961 -4.28924 2.27749
C -8.21286 -5.20169 2.85987
C -7.89233 -6.53695 2.77055
N -7.66872 -2.89032 2.34497
O -8.79947 -2.57704 2.70141
O -6.84442 -1.97719 2.10064
H -6.39113 -8.01560 2.13935
H -4.81096 -6.39755 1.23195
H -5.59902 -4.00470 1.09541
H -9.15356 -4.92905 3.31500
H -8.49168 -7.30155 3.24234



Record 3
105
Properties=species:S:1:pos:R:3 method="wB97M-V/def2-TZVPD" energy_ev=-117940.7683 gap_ev="6.94 / 7.05" e_homo_ev="-9.7 / -9.9" total_charge=+1 fmax_ev_per_a=1.0 lumo_energy_ev="-2.8000 / -2.8137" relative_energy_kj_mol=96.73
Fe 0.45918 0.14223 -0.01996
C -0.95578 4.62431 1.25851
O -1.78429 3.53935 1.74460
C -1.17184 2.42486 1.29467
N -0.02788 2.52011 0.76494
C 0.37065 3.93496 0.90456
C 1.09328 4.46522 -0.31024
C 1.97617 3.63618 -0.99525
C 2.68114 4.11174 -2.08981
C 2.51535 5.42431 -2.51177
C 1.65271 6.26127 -1.82129
C 0.94896 5.78473 -0.72263
C -1.87949 1.14973 1.46641
C -3.14064 1.04629 2.03501
C -3.69362 -0.21431 2.20479
C -2.95885 -1.33074 1.83429
C -1.71032 -1.13078 1.27256
N -1.18538 0.08215 1.06489
C -0.76292 -2.19213 0.94779
N 0.38056 -1.92066 0.46210
C 1.17544 -3.15687 0.54783
C 0.09258 -4.22142 0.80728
O -1.03676 -3.45315 1.30290
C 2.01326 -3.47539 -0.66323
C 1.72804 -2.92426 -1.90728
C 2.46710 -3.29494 -3.02248
C 3.49903 -4.21354 -2.90335
C 3.79530 -4.75871 -1.66085
C 3.05571 -4.39111 -0.54721
H -1.44355 5.05283 0.38020
H -0.88248 5.36908 2.04522
H 1.05307 3.98227 1.76152
H 2.11805 2.62133 -0.64593
H 3.37430 3.45989 -2.60869
H 3.06672 5.79679 -3.36522
H 1.52946 7.29011 -2.13281
H 0.28733 6.45714 -0.18923
H -3.65687 1.94299 2.34606
H -4.67637 -0.32526 2.64152
H -3.32494 -2.33672 1.98106
H 1.82500 -3.03891 1.42024
H -0.22142 -4.71209 -0.11465
H 0.36024 -4.96337 1.55304
H 0.93793 -2.18979 -1.99742
H 2.23720 -2.85784 -3.98671
H 4.07365 -4.50382 -3.77323
H 4.60444 -5.46983 -1.55927
H 3.29640 -4.81231 0.42282
S 2.57427 2.34426 -6.93822
N 3.35544 1.51424 -5.79736
C 2.52955 1.40786 -4.76965
C 2.82760 0.74766 -3.51158
C 4.06337 0.16724 -3.22489
C 4.24651 -0.40520 -1.98927
C 3.19968 -0.39151 -1.07086
N 2.01651 0.16249 -1.32638
C 1.82854 0.72430 -2.53722
C 0.52870 1.35561 -2.77120
N -0.35086 1.29900 -1.76405
C -1.51268 1.91356 -1.91000
C -1.87156 2.61487 -3.05701
C -0.97760 2.66798 -4.10406
C 0.24914 2.02336 -3.96708
C 1.27574 2.03321 -4.99072
N 1.17400 2.60062 -6.18097
H 4.84523 0.18404 -3.97270
H 5.18236 -0.87063 -1.71479
H 3.31656 -0.83345 -0.09312
H -2.20054 1.84946 -1.07355
H -2.83350 3.10532 -3.11098
H -1.19970 3.19950 -5.01999
N -3.34605 -2.06773 -3.25672
C -2.71578 -3.27209 -3.07824
C -1.59603 -2.98558 -2.35902
N -1.52151 -1.63536 -2.08921
C -2.59115 -1.12227 -2.64715
H -4.20458 -1.91157 -3.75524
H -3.10394 -4.19333 -3.47411
H -0.83991 -3.67631 -2.02748
H -2.87311 -0.08295 -2.64598
C 6.58656 0.13702 6.33693
C 5.49885 -0.91803 6.09242
C 4.87497 -1.32687 7.43392
C 6.16010 -2.15216 5.47828
C 4.41650 -0.33131 5.18372
C 3.70676 0.79727 5.60827
C 2.70761 1.39284 4.84510
C 2.43236 0.81900 3.62516
O 1.50821 1.18707 2.67789
B 1.62215 0.27264 1.60819
O 2.64847 -0.65332 1.94873
C 3.12342 -0.29089 3.18949
C 4.11361 -0.88896 3.93818
H 7.36868 -0.27144 6.98012
H 6.18308 1.02539 6.82349
H 7.04396 0.44691 5.39552
H 5.63758 -1.75430 8.08811
H 4.09286 -2.07388 7.28602
H 4.43258 -0.47408 7.94926
H 6.91814 -2.53524 6.16279
H 6.65566 -1.91740 4.53412
H 5.43776 -2.95217 5.30340
H 3.93826 1.23298 6.57141
H 2.17225 2.26500 5.19568
H 4.63001 -1.75800 3.55641



Record 4
104
Properties=species:S:1:pos:R:3 method="wB97M-V/def2-TZVPD" energy_ev=-159922.1804 gap_ev="7.25 / 7.19" e_homo_ev="-9.4 / -9.4" total_charge=+1 fmax_ev_per_a=0.3 lumo_energy_ev="-2.1156 / -2.2226" multiplicity=2 relative_energy_kj_mol=0.74 s_squared=0.75
Cu 0.98075 1.91746 0.60393
N -1.38014 2.67904 4.16155
C -0.28919 2.65545 3.34513
S 0.69197 1.24241 3.30332
N -0.06972 3.76259 2.65590
N 0.90638 3.57356 1.74698
C 1.74340 4.48844 1.45812
C 2.76607 4.12278 0.47757
C 3.79161 4.97030 0.08903
C 4.74062 4.50283 -0.80535
C 4.64141 3.20750 -1.28791
C 3.58550 2.42011 -0.85879
N 2.67693 2.86614 0.00313
H -1.38207 2.03372 4.93087
H -1.80562 3.58048 4.31113
H 1.72802 5.46139 1.93911
H 3.83910 5.97501 0.48642
H 5.55134 5.14521 -1.12290
H 5.36227 2.81053 -1.98818
H 3.43545 1.40629 -1.20766
N -0.96635 1.67207 0.50606
S -1.77065 0.50449 0.19794
N -1.44162 -0.94075 0.93666
S -0.73326 -2.21071 0.46875
N 0.46517 -2.21076 -0.52016
S 1.70215 -1.12684 -0.37745
N 1.42205 0.29351 -0.41366
C 2.61655 -1.73720 1.02699
C 2.86909 -3.09561 1.18542
C 3.54538 -3.52078 2.31418
C 3.95477 -2.59424 3.27047
C 3.69846 -1.24327 3.09728
C 3.03059 -0.80422 1.96120
C 2.62039 -1.69086 -1.79165
C 3.99608 -1.83528 -1.70983
C 4.71074 -2.12566 -2.86480
C 4.04947 -2.25523 -4.07699
C 2.67030 -2.08968 -4.14493
C 1.94658 -1.80157 -3.00065
C -1.86869 -3.32201 -0.31969
C -3.09178 -3.49430 0.31720
C -4.04215 -4.30269 -0.28032
C -3.76211 -4.92239 -1.49452
C -2.53251 -4.74314 -2.11166
C -1.56823 -3.93563 -1.52285
C -0.32596 -3.03968 1.97860
C -0.12887 -4.41425 1.94626
C 0.26920 -5.05017 3.10930
C 0.48121 -4.30964 4.26753
C 0.29010 -2.93539 4.27157
C -0.12904 -2.28243 3.12055
C -3.45020 0.68097 0.74843
C -4.39719 1.23765 -0.09770
C -5.66616 1.50175 0.39788
C -5.96508 1.22551 1.72414
C -4.99604 0.69395 2.56676
C -3.72660 0.42299 2.08421
C -1.91379 0.11651 -1.54866
C -1.09439 0.85671 -2.38703
C -1.13397 0.60880 -3.75200
C -1.99763 -0.35320 -4.25966
C -2.83565 -1.06665 -3.41015
C -2.79856 -0.83216 -2.04419
H 2.53159 -3.80317 0.43795
H 3.74835 -4.57405 2.45634
H 4.47641 -2.93517 4.15542
H 4.00526 -0.52477 3.84554
H 2.80741 0.24454 1.82087
H 4.50679 -1.73326 -0.76061
H 5.78379 -2.25197 -2.81271
H 4.60931 -2.48401 -4.97401
H 2.15893 -2.18362 -5.09389
H 0.87391 -1.65456 -3.03985
H -3.29621 -2.98901 1.25409
H -5.00170 -4.44876 0.19684
H -4.50981 -5.55127 -1.95955
H -2.32069 -5.22972 -3.05416
H -0.60559 -3.77155 -1.98631
H -0.28838 -4.97988 1.03636
H 0.41484 -6.12198 3.11264
H 0.79510 -4.81223 5.17324
H 0.46045 -2.35609 5.16948
H -0.28064 -1.20823 3.11581
H -4.15231 1.46266 -1.12768
H -6.41788 1.92762 -0.25312
H -6.95534 1.43427 2.10704
H -5.22905 0.49660 3.60458
H -2.95056 0.03392 2.73043
H -0.45141 1.61613 -1.96092
H -0.49868 1.17776 -4.41842
H -2.03453 -0.53660 -5.32599
H -3.52507 -1.79787 -3.81158
H -3.46202 -1.37104 -1.37967
I 0.65645 7.08912 -4.27306
C -0.20456 6.02539 -2.70213
C -1.41977 6.40588 -2.15649
C -1.92919 5.65587 -1.10916
C -1.21474 4.55797 -0.65300
N -0.04808 4.18959 -1.18408
C 0.44523 4.91436 -2.18425
H -1.95207 7.26744 -2.53673
H -2.86916 5.92112 -0.64454
H -1.57247 3.94897 0.16839
H 1.40018 4.59980 -2.59334